(1)
Entry from OMol25: a 13-piece molecular cluster, C45H124N18O17 overall (ωB97M-V/def2-TZVPD).

The energy relative to the best compared isomer or geometry (same formula, charge and spin) is 0.0 kcal/mol.

Last column: Mulliken charge in e.
Geometry (Å):
C1 5.93492 -2.01660 -3.85605  0.580
O1 5.33170 -1.74483 -2.82706  -0.619
N1 7.22164 -2.31316 -3.88420  -0.473
N2 5.40481 -1.96210 -5.01420  -0.281
H1 7.73538 -2.64420 -3.08009  0.273
H2 7.44023 -2.63697 -4.81558  0.135
H3 4.43775 -1.68668 -5.10924  -0.077
H4 5.88067 -2.11595 -5.89168  0.206
C2 -4.19155 0.63561 -1.21592  0.280
O2 -4.18801 -0.58559 -0.98666  -0.920
N3 -5.14348 1.09735 -1.92736  -0.022
N4 -3.26667 1.45493 -0.81565  1.285
H5 -5.09316 2.01276 -2.35115  0.220
H6 -5.81817 0.41600 -2.24462  0.276
H7 -3.20940 2.43434 -1.05559  -0.272
H8 -2.74133 0.99248 -0.08745  -0.602
C3 7.10475 0.23063 -0.26613  0.642
O3 7.72225 0.73862 0.63850  -0.742
N5 7.22057 0.46154 -1.53802  -0.212
N6 6.10349 -0.58641 -0.04106  0.203
H9 6.69506 -0.13383 -2.16210  0.050
H10 7.82189 1.17152 -1.93102  0.187
H11 5.56339 -0.81384 0.78154  0.042
H12 5.73835 -1.05456 -0.85814  -0.176
C4 2.06312 -3.94710 -3.87602  0.503
O4 1.71825 -2.92419 -4.45039  -0.639
N7 2.98957 -3.88814 -2.99949  0.138
N8 1.59773 -5.15621 -3.92694  -0.248
H13 3.31772 -2.97385 -2.72291  -0.397
H14 3.38579 -4.71807 -2.58198  0.215
H15 2.16346 -5.84802 -3.45636  0.088
H16 0.85452 -5.44359 -4.54756  0.282
C5 -4.67749 -3.23790 1.12497  0.633
O5 -5.12989 -4.05790 1.89759  -0.783
N9 -3.73619 -3.47398 0.29432  0.081
N10 -5.05341 -2.01013 1.11128  -0.249
H17 -3.27840 -2.73537 -0.22043  0.048
H18 -3.34686 -4.40588 0.28505  -0.038
H19 -4.62916 -1.43976 0.39379  0.248
H20 -5.62234 -1.74330 1.90199  0.182
C6 3.09709 0.25571 -5.96906  -1.396
C7 1.61263 0.59096 -5.78121  1.675
C8 1.39852 2.07478 -5.50456  -0.542
O6 -0.01661 2.43759 -5.33012  -0.483
C9 -0.53405 2.23478 -3.99740  0.255
N11 1.07613 0.22658 -7.12845  -0.875
H21 3.55062 0.50002 -6.92964  0.436
H22 3.23313 -0.82576 -5.96452  0.096
H23 3.73017 0.64805 -5.17321  0.353
H24 1.16980 -0.15790 -5.12455  -0.299
H25 1.62990 2.68564 -6.37715  0.304
H26 1.97581 2.38471 -4.63348  -0.064
H27 -0.30928 1.24696 -3.59517  -0.173
H28 -1.62219 2.29722 -4.00929  0.115
H29 -0.09136 2.92667 -3.28087  0.222
H30 0.07050 0.21296 -7.03553  0.260
H31 1.12588 0.92020 -7.86093  0.284
C10 -1.29739 -7.31242 0.06214  -1.529
C11 -0.20135 -6.37985 -0.52330  0.214
C12 -0.61607 -4.96572 -0.80373  1.820
O7 -1.78296 -4.86773 -1.65231  -0.352
C13 -1.65038 -5.34584 -2.97553  -0.720
N12 1.00286 -6.51404 0.29588  -0.165
H32 -2.12372 -7.58817 -0.59302  0.345
H33 -1.50730 -6.88934 1.04451  0.136
H34 -0.86034 -8.26025 0.37631  0.432
H35 0.13082 -6.74273 -1.49596  0.371
H36 0.22672 -4.40998 -1.21477  -1.051
H37 -0.89031 -4.51587 0.15049  -0.554
H38 -1.25392 -6.36117 -2.97158  0.307
H39 -0.90981 -4.65749 -3.38275  0.128
H40 -2.55374 -5.39886 -3.58318  0.304
H41 1.54372 -5.66605 0.38808  -0.142
H42 1.57625 -7.21317 -0.15416  0.296
C14 4.02632 -2.98983 0.63050  -1.705
C15 3.00261 -2.55623 1.63226  0.431
C16 3.05880 -1.03625 2.06522  0.626
O8 4.40036 -0.63936 2.37180  -0.459
C17 4.49584 0.44647 3.31612  -0.824
N13 1.70526 -2.91142 1.06376  0.675
H43 5.03442 -2.85299 1.02176  0.404
H44 3.82899 -2.37029 -0.24434  0.090
H45 3.91979 -4.01979 0.28999  0.427
H46 3.14588 -3.12977 2.54803  0.635
H47 2.43570 -0.77300 2.91993  -0.166
H48 2.71405 -0.37922 1.26674  -0.281
H49 5.52021 0.76557 3.50831  0.428
H50 3.99853 0.21409 4.25782  0.324
H51 4.04139 1.32593 2.85992  0.234
H52 1.06870 -2.77804 1.83648  -0.034
H53 1.47112 -2.14810 0.44519  -0.852
C18 0.55779 4.66333 3.84039  -1.142
C19 1.33189 4.15355 5.03586  0.634
C20 1.68850 2.69886 4.92061  -0.809
O9 0.53585 1.92076 5.26011  -0.062
C21 0.41849 1.51974 6.61274  -0.883
N14 2.49775 4.93696 5.15934  -0.806
H54 0.44286 5.74587 3.78567  0.483
H55 -0.41155 4.16530 3.86115  0.057
H56 1.02881 4.42894 2.88576  0.302
H57 0.79005 4.31046 5.96853  0.251
H58 2.54744 2.31902 5.47382  0.566
H59 2.05989 2.46302 3.92334  0.084
H60 -0.52783 0.97893 6.60295  0.201
H61 0.38487 2.38203 7.27864  0.291
H62 1.22664 0.84284 6.88988  0.321
H63 2.73853 5.16448 4.20521  0.300
H64 3.26505 4.31280 5.36373  0.299
C22 -6.84938 3.28693 0.68882  -0.683
O10 -5.97452 3.98877 1.59084  -0.464
C23 -4.86568 3.27692 2.15203  0.158
C24 -3.76104 4.26586 2.78470  -1.068
N15 -3.39174 5.23678 1.73391  0.269
C25 -2.72515 6.47632 2.20662  -0.610
C26 -2.71479 7.62465 1.17073  -0.636
O11 -4.05296 8.11581 0.92082  -0.372
C27 -4.13190 9.40033 0.21766  -0.833
H65 -6.40912 2.32898 0.41205  0.173
H66 -7.14439 3.90443 -0.15957  0.286
H67 -7.78663 3.07211 1.20216  0.309
H68 -4.34697 2.68535 1.39765  -0.452
H69 -5.16433 2.61138 2.96194  0.658
H70 -3.03156 3.62128 3.27509  0.214
H71 -4.32092 4.79745 3.55415  0.541
H72 -4.29360 5.51434 1.37375  0.266
H73 -1.69756 6.18796 2.42799  -0.014
H74 -3.26167 6.89571 3.05771  0.579
H75 -2.17182 7.29780 0.28391  0.110
H76 -2.07637 8.41028 1.57483  0.698
H77 -3.63794 9.47119 -0.75140  0.290
H78 -3.67118 10.11172 0.90305  0.349
H79 -5.18906 9.65264 0.13490  0.261
C28 3.55515 1.91616 -2.10926  -0.852
O12 2.44124 1.06742 -2.09080  -0.063
C29 2.57442 -0.35977 -2.07833  0.680
C30 1.22118 -1.04451 -1.76590  1.170
N16 0.81618 -0.63407 -0.37560  0.806
C31 -0.56052 -1.00222 -0.14152  0.782
C32 -1.24998 -0.27838 1.00832  -1.251
O13 -1.07721 1.08548 0.83310  0.712
C33 -0.82192 1.85769 2.00588  -0.593
H80 3.95720 2.16763 -1.12783  0.273
H81 3.35004 2.91736 -2.48824  0.176
H82 4.29430 1.40939 -2.72971  0.333
H83 3.37006 -0.61929 -1.37998  -0.233
H84 2.86056 -0.66910 -3.08359  -0.276
H85 1.21292 -2.13443 -1.77558  -1.589
H86 0.45505 -0.65185 -2.43446  0.311
H87 1.01094 0.35523 -0.31694  0.079
H88 -0.64260 -2.08666 -0.06842  -1.304
H89 -1.09790 -0.77057 -1.06112  0.789
H90 -0.79805 -0.69097 1.91034  -0.217
H91 -2.32086 -0.43498 1.13786  0.396
H92 0.07580 1.56206 2.54883  0.047
H93 -1.67440 1.79079 2.68183  0.147
H94 -0.73188 2.91539 1.75835  -0.202
C34 1.38445 -9.45097 2.56476  -0.300
O14 1.27468 -9.25817 3.94093  -0.414
C35 1.17790 -7.89909 4.38350  -0.877
C36 0.18948 -6.99150 3.64023  0.043
N17 -0.08233 -5.77499 4.42156  -0.416
C37 -1.08680 -5.06189 3.82843  0.012
C38 -1.34334 -3.65286 4.49799  -1.050
O15 -0.26165 -2.80345 4.04786  0.023
C39 -0.22159 -1.53029 4.71848  -1.110
H95 1.41457 -10.51539 2.33194  0.286
H96 2.21406 -8.88660 2.13893  0.247
H97 0.49690 -9.02039 2.10112  -0.043
H98 2.13732 -7.42268 4.18189  0.369
H99 1.04850 -7.73346 5.45305  0.403
H100 -0.71720 -7.54934 3.40604  0.418
H101 0.60701 -6.72274 2.66990  -0.033
H102 0.77488 -5.24092 4.41389  0.338
H103 -2.01563 -5.63032 3.78080  0.480
H104 -0.81164 -4.81008 2.80424  -0.264
H105 -1.41015 -3.72934 5.58324  0.397
H106 -2.25778 -3.16019 4.16758  0.457
H107 -1.16803 -0.99439 4.79035  0.456
H108 0.42171 -0.91379 4.09063  0.095
H109 0.11021 -1.44663 5.75338  0.435
C40 1.48551 4.64970 -1.31393  -0.540
O16 0.27352 5.27459 -1.49837  -0.524
C41 -0.77758 4.62557 -0.80929  0.760
C42 -2.00147 5.12757 -1.51193  -1.671
N18 -3.19071 4.41704 -1.10030  0.807
C43 -4.41045 5.02072 -1.68489  -0.156
C44 -4.62541 4.76087 -3.16051  -0.996
O17 -4.75151 3.38016 -3.50290  -0.322
C45 -4.96169 3.10315 -4.84895  -1.001
H110 2.17379 5.20870 -1.94788  0.377
H111 1.40272 3.57827 -1.49635  0.063
H112 1.84344 4.71071 -0.28618  0.308
H113 -0.80413 5.01216 0.20951  0.163
H114 -0.67730 3.54480 -0.90926  -0.029
H115 -1.85726 4.95173 -2.57794  0.258
H116 -2.01358 6.21475 -1.43442  0.344
H117 -3.37668 4.41318 -0.10757  -0.192
H118 -4.42698 6.09319 -1.49093  0.300
H119 -5.22564 4.64167 -1.06852  -0.028
H120 -3.75333 5.18416 -3.65890  0.443
H121 -5.46488 5.34631 -3.53557  0.470
H122 -5.97806 3.21055 -5.22786  0.283
H123 -4.63823 2.06917 -4.96882  0.330
H124 -4.36388 3.66452 -5.56700  0.358

---

(2)
Entry from OMol25: one molecule with the formula C3H3ClIN5O (ωB97M-V/def2-TZVPD).

As for the structure (SMILES): O=C=NN1NC(NCl)=N[C@@H]1I.

Last column: Mulliken charge in e.
Geometry (Å):
O1 1.19623 -3.25510 0.58166  -0.300
C1 1.55766 -2.33845 -0.00801  0.786
N1 1.77547 -1.30374 -0.66602  -0.986
N2 0.90121 -0.30283 -0.17857  0.678
C2 1.12236 0.77751 0.57717  -0.401
N3 -0.14963 1.31862 0.73566  -0.547
C3 -1.01948 0.58430 0.11740  0.554
N4 -2.34760 0.76032 0.06097  -0.190
Cl1 -3.36729 -0.24438 -0.82254  -0.054
N5 -0.40280 -0.45600 -0.51729  -0.220
H1 2.07944 1.08151 0.97602  0.620
H2 -2.74804 1.53281 0.57174  0.271
H3 -0.78100 -1.18907 -1.09302  0.263
I1 2.18349 3.03449 -0.33517  -0.475

---

(3)
Entry from OMol25: C5H6O2 as an isolated structure (ωB97M-V/def2-TZVPD).

The energy relative to the best compared isomer or geometry (same formula, charge and spin) is 118.6 kcal/mol.

Last column: Mulliken charge in e.
Geometry (Å):
O1 -2.46042 -0.30257 -2.01265  -0.664
C1 -0.30111 0.05651 -0.01142  -0.768
C2 1.14706 -0.47542 -0.30688  0.089
O2 1.81492 0.76426 -0.15509  -0.400
C3 0.64822 1.17749 0.53285  0.062
C4 0.34111 0.22961 1.60843  -0.356
C5 0.70456 -0.96422 1.00053  -0.417
H1 -1.95894 0.19676 -2.66674  0.289
H2 -1.92857 -0.20330 -1.19594  0.603
H3 1.44354 -1.11655 -1.12957  0.428
H4 0.43211 2.23809 0.57937  0.425
H5 -0.29403 0.36616 2.47420  0.355
H6 0.41155 -1.96682 1.28290  0.353

---

(4)
Entry from OMol25: a 2-piece molecular cluster, C3H8N2 overall (ωB97M-V/def2-TZVPD).

As for the structure (SMILES): C=NC.C=N. The energy relative to the best compared isomer or geometry (same formula, charge and spin) is 98.8 kcal/mol.

Last column: Mulliken charge in e.
Geometry (Å):
C1 -0.27257 2.05158 -0.89408  -0.131
N1 -1.04526 2.57062 0.09713  -0.520
H1 0.56987 2.76271 -1.08859  0.254
H2 -0.46828 1.26577 -1.70798  0.168
H3 -1.57208 1.78987 0.39212  0.228
C2 0.42478 -0.94884 1.34814  -0.808
C3 0.24069 -1.69959 -0.80660  -0.400
N2 0.36252 -0.68123 -0.07154  -0.188
H4 0.63938 -2.08912 1.37000  0.362
H5 -0.41746 -0.55467 1.93640  0.236
H6 1.34844 -0.36873 1.75977  0.219
H7 0.38420 -1.54137 -1.85702  0.245
H8 -0.19425 -2.55701 -0.47775  0.336

---

Calculated values (eV/A) of strongest force on any atom for the records, taken in order: 6.1, 2.8, 0.5, 5.7.
Calculated values (eV) of HOMO level for the records, taken in order: -8.3420, -7.1786, -9.0448, -9.5017.